Record 1
{"formula": "C2H3O2Yb", "method": "ωB97M-V/def2-TZVPD", "species": ["O", "C", "O", "C", "H", "H", "H", "Yb"], "coordinates": [[-3.574418, 2.519578, 0.345746], [-0.831679, -0.916037, -0.214370], [0.308778, -1.323550, -0.056698], [1.491741, -0.438270, 0.080302], [2.143080, -0.686997, -0.760149], [1.149272, 0.600432, 0.051175], [1.943334, -0.704550, 1.037946], [-2.630107, 0.949395, -0.483953]], "forces_ev_per_angstrom": [[1.69, -2.92, -1.44], [-2.69, 1.21, -0.09], [1.92, -0.69, 0.19], [0.05, -0.01, -0.05], [-0.05, 0.11, 0.22], [0.04, -0.20, 0.00], [-0.01, 0.12, -0.23], [-0.96, 2.39, 1.40]], "orbital_gap_ev": [6.44, 5.28], "de_lowest_kj_mol": 350.6, "energy_ha": -1386.90718, "largest_force_ev_per_a": 3.67, "multiplicity": 2, "s2": 1.01}


Record 2
{"formula": "C26H69F2HgN4O18S2", "method": "ωB97M-V/def2-TZVPD", "species": ["Hg", "N", "S", "O", "O", "F", "S", "O", "O", "F", "C", "C", "O", "O", "H", "H", "H", "H", "H", "H", "C", "C", "O", "O", "H", "H", "H", "H", "H", "H", "C", "C", "O", "O", "H", "H", "H", "H", "H", "H", "C", "C", "O", "O", "H", "H", "H", "H", "H", "H", "C", "O", "C", "C", "N", "C", "C", "O", "C", "H", "H", "H", "H", "H", "H", "H", "H", "H", "H", "H", "H", "H", "H", "H", "C", "O", "C", "C", "N", "C", "C", "O", "C", "H", "H", "H", "H", "H", "H", "H", "H", "H", "H", "H", "H", "H", "H", "H", "C", "O", "C", "C", "N", "C", "C", "O", "C", "H", "H", "H", "H", "H", "H", "H", "H", "H", "H", "H", "H", "H", "H", "H"], "coordinates": [[-3.745442, 15.560170, -4.988202], [-5.669471, 15.910376, -4.019027], [-7.108339, 16.154114, -4.181754], [-7.639671, 17.482155, -4.002264], [-8.031279, 15.017882, -3.943740], [-6.910933, 16.158915, -5.737419], [-5.930510, 15.922861, -2.330977], [-6.069432, 14.616873, -1.694865], [-6.315129, 17.160592, -1.548226], [-4.312159, 15.935042, -2.129872], [-9.363522, 14.925091, -8.987887], [-8.730441, 16.382598, -8.895120], [-9.540519, 17.402958, -9.482391], [-8.979828, 14.017855, -8.017568], [-9.219755, 14.479299, -9.972106], [-10.436046, 14.891161, -8.796425], [-7.734415, 16.535357, -9.310690], [-8.669645, 16.672863, -7.846238], [-10.281143, 17.668210, -8.932186], [-9.663230, 13.380821, -7.796763], [-5.198979, 12.841009, -8.426627], [-5.452292, 13.400014, -6.992762], [-4.254615, 14.014133, -6.575675], [-4.051961, 11.950303, -8.463262], [-5.043309, 13.657991, -9.131191], [-5.995747, 12.184600, -8.776466], [-5.668156, 12.449008, -6.505857], [-6.240530, 14.122363, -6.780639], [-3.649255, 13.292407, -6.760734], [-3.970443, 11.473010, -9.292212], [-5.396994, 19.729776, 0.320752], [-6.068656, 20.617387, -0.693630], [-5.148582, 21.604411, -1.103503], [-5.190919, 20.367141, 1.662942], [-4.389115, 19.443954, 0.019782], [-5.945881, 18.788878, 0.359935], [-6.924141, 21.146169, -0.273376], [-6.427773, 20.032179, -1.540197], [-5.645295, 22.419667, -1.204671], [-5.128532, 19.554647, 2.170436], [-4.084325, 15.307733, 2.595807], [-4.612474, 14.906389, 1.149730], [-5.974019, 15.307476, 0.911639], [-2.800162, 14.815879, 2.706538], [-4.624871, 14.739397, 3.352704], [-4.072575, 16.384462, 2.764944], [-4.646255, 13.821462, 1.050295], [-3.982714, 15.088760, 0.278959], [-6.221592, 14.946781, 0.057117], [-2.700874, 13.940713, 2.324685], [-4.680472, 16.778214, -8.359396], [-4.681436, 16.948131, -6.958129], [-4.714530, 18.320573, -6.613765], [-4.275968, 18.655949, -5.157523], [-3.041014, 17.891437, -4.658080], [-1.783816, 18.306940, -5.389334], [-1.388149, 17.238818, -6.441590], [-1.806743, 15.903821, -6.203745], [-1.309739, 14.942366, -7.076838], [-4.329782, 15.755485, -8.497729], [-4.120209, 17.561057, -8.870632], [-5.701165, 16.761519, -8.741509], [-5.767054, 18.593342, -6.690509], [-4.163333, 19.095473, -7.146495], [-5.129534, 18.344353, -4.555505], [-4.377711, 19.686865, -4.818457], [-2.873101, 18.349941, -3.773956], [-0.963481, 18.327053, -4.671876], [-1.906892, 19.315388, -5.784273], [-0.346876, 17.263131, -6.762928], [-1.824910, 17.476973, -7.411446], [-1.632785, 15.104088, -8.105231], [-1.725856, 13.953550, -6.883978], [-0.228723, 14.802896, -7.070015], [-10.747278, 17.199749, -5.683619], [-12.107865, 17.653130, -5.689320], [-13.057052, 16.577092, -5.722874], [-14.550075, 16.888137, -5.602321], [-15.346825, 15.732013, -6.106196], [-16.749750, 15.951954, -5.732516], [-17.482812, 15.785143, -6.984733], [-17.211675, 16.738230, -7.886662], [-17.996055, 16.880131, -9.036235], [-10.700100, 16.516983, -6.531970], [-10.370930, 16.511276, -4.927000], [-10.059939, 18.044887, -5.721231], [-12.784313, 15.895486, -4.917201], [-12.932471, 16.026492, -6.655303], [-14.738298, 17.649059, -6.359727], [-14.770080, 17.150374, -4.567462], [-15.336729, 15.850978, -7.109117], [-16.982915, 16.801308, -5.090395], [-17.016732, 15.136186, -5.060687], [-18.557684, 15.917731, -6.861560], [-17.256537, 14.800216, -7.393162], [-17.878650, 16.157608, -9.843876], [-17.658649, 17.830155, -9.450597], [-19.037818, 17.056542, -8.768437], [-6.221262, 11.084202, -1.057099], [-7.347218, 10.350664, -1.586062], [-8.587615, 11.015283, -1.335388], [-8.701541, 12.468538, -2.001074], [-10.046370, 12.998819, -2.031955], [-10.579053, 13.411278, -0.721516], [-10.028965, 14.665656, -0.102341], [-9.634234, 15.800545, -0.949146], [-8.914726, 16.794910, -0.263271], [-5.360518, 10.893666, -1.698135], [-5.973535, 10.669710, -0.079893], [-6.195255, 12.167011, -0.934819], [-8.838793, 10.930644, -0.278107], [-9.356926, 10.365568, -1.752694], [-8.533276, 12.267660, -3.059106], [-7.971508, 13.187992, -1.630208], [-10.104603, 13.776940, -2.673222], [-10.535559, 12.565123, -0.035777], [-11.604634, 13.751651, -0.864481], [-9.219208, 14.476559, 0.602385], [-10.774827, 15.218878, 0.468397], [-7.985795, 16.333851, 0.072294], [-9.568922, 17.275223, 0.464354], [-8.819007, 17.468969, -1.114494]], "forces_ev_per_angstrom": [[0.38, 1.12, -0.24], [3.33, -0.60, 5.24], [-11.17, 0.43, -6.93], [0.79, -0.90, 0.81], [2.47, 2.37, 0.26], [-0.81, -0.32, -1.93], [5.58, 0.51, 8.44], [-1.63, 1.45, -2.13], [0.72, -3.97, -3.94], [0.41, 0.89, -0.42], [-1.19, 0.62, -0.88], [-1.42, -0.01, 1.25], [0.26, -0.44, -0.97], [2.47, -0.77, 1.74], [0.20, 0.30, -0.31], [-0.48, 1.52, -0.86], [-0.18, -0.60, -0.32], [0.36, -0.56, 0.37], [0.09, -0.30, 0.28], [-0.04, 0.23, -0.25], [-0.25, -0.17, -1.10], [-1.00, -1.74, -1.31], [0.98, -0.46, 0.35], [0.20, 1.19, 1.67], [-0.03, 0.05, -0.15], [-0.71, 0.71, 0.29], [0.14, 0.31, 1.15], [-0.26, -0.32, -0.87], [1.09, -0.06, 0.09], [-0.31, 0.17, -0.12], [0.50, 0.36, 0.99], [0.19, 0.45, 0.72], [0.29, 0.41, -0.57], [-0.93, -1.23, -2.11], [0.07, 0.17, -0.60], [-0.32, 0.02, 0.56], [-0.25, -0.42, 0.34], [0.07, -0.27, -0.12], [0.26, 0.15, -0.05], [0.12, 0.27, 0.79], [-0.99, -1.38, -1.94], [-1.18, -0.67, 0.50], [0.62, 0.64, 0.74], [2.31, 0.32, 0.00], [-1.03, 0.67, -0.08], [-0.11, -0.14, 0.02], [0.25, -0.61, 0.87], [0.50, 1.28, 0.31], [-0.05, -0.10, 0.18], [-0.28, -0.06, 0.06], [-0.54, -1.02, -0.28], [1.54, 1.13, 0.61], [-0.60, 1.82, 1.68], [-1.42, -2.32, 0.76], [-0.39, 1.84, -1.09], [0.05, -1.89, 0.35], [-0.37, 1.05, -2.37], [-0.07, 0.09, 1.94], [0.30, -1.42, -1.55], [0.48, 0.27, -0.43], [0.25, -0.29, -0.01], [-0.16, 0.37, 0.03], [-0.08, 0.48, 0.09], [0.40, -0.97, -1.47], [0.21, -0.89, 0.44], [1.13, 0.57, -1.00], [-0.29, -0.71, 0.83], [-0.22, 0.13, 0.25], [0.16, -0.24, -0.43], [0.45, -0.09, 1.00], [-0.64, 0.37, -0.12], [0.08, 0.56, -0.18], [-0.02, 0.17, 0.67], [0.09, 0.48, 0.28], [-0.30, -1.00, -0.96], [-1.29, 0.06, 0.79], [1.86, -0.49, 0.14], [2.12, -0.97, 0.51], [-0.87, 5.10, 1.42], [0.51, -1.82, 1.11], [-3.50, -1.32, -0.74], [3.06, 2.00, -0.95], [-0.38, 1.47, -0.66], [0.66, 0.34, -0.80], [-0.78, 0.33, 1.12], [-0.40, 0.01, -0.26], [-0.15, -0.27, 0.13], [0.20, -0.19, -0.36], [-0.55, 0.54, 0.05], [-0.53, 0.13, -0.35], [0.66, -1.37, -1.13], [0.71, 0.54, -0.39], [-0.27, -0.53, 0.06], [-0.40, -1.01, 0.89], [-0.20, -0.51, 0.06], [0.06, -0.58, 0.49], [-0.03, -0.03, -0.12], [-0.21, -0.45, 0.03], [0.76, -1.21, 0.20], [0.23, 2.09, 0.04], [-0.48, 0.38, -0.41], [-0.05, -1.60, -0.25], [-0.76, -0.18, 1.27], [-0.62, 0.97, -1.61], [1.32, 2.64, 1.38], [-0.66, -2.80, -1.10], [-0.89, -0.37, -1.35], [-0.06, -0.32, -0.15], [0.00, -0.04, 0.18], [-1.12, 0.10, -0.30], [0.36, 0.72, 0.45], [0.03, 0.17, -0.57], [0.75, 0.04, -0.03], [0.13, -0.19, 0.14], [0.21, 0.09, 0.02], [-0.09, 0.26, 0.11], [-0.47, -1.00, -0.31], [0.44, -0.13, -0.05], [-0.57, -0.95, 0.71], [0.02, 0.79, 0.58], [0.40, -0.03, 0.63], [0.85, 0.63, 0.56]], "orbital_gap_ev": [4.77, 2.14], "energy_ha": -3753.71900, "largest_force_ev_per_a": 13.16, "charge": 2, "multiplicity": 2, "s2": 0.75}